Entry 1:
C19H31NO2 in the gas phase. Source: the Open Molecules 2025 dataset; level of theory: the ωB97M-V functional and the def2-TZVPD basis.

Geometry as XYZ:
```
53
Properties=species:S:1:pos:R:3
C -2.85468 -1.69536 1.16171
C -2.61478 -1.26815 -0.25499
C -3.39294 -1.72927 -1.29930
C -3.14771 -1.30058 -2.59336
C -2.13212 -0.41053 -2.90732
C -1.87999 0.04226 -4.34014
C -2.85189 -0.59692 -5.33848
C -0.45771 -0.35524 -4.75963
C -2.05403 1.56426 -4.43351
C -1.33898 0.05677 -1.83948
O -0.34445 0.95569 -2.13873
C 0.59711 1.32837 -1.16338
C 1.61813 0.20600 -0.89313
O 2.49846 0.49345 0.16384
C 1.95725 0.30048 1.45350
C 3.09340 0.41643 2.46746
N 2.65225 0.03615 3.78728
C 1.70156 0.95715 4.40423
C 1.96293 0.89469 5.91791
C 2.99814 -0.22170 6.06965
C 3.73260 -0.16284 4.73783
C -1.59171 -0.37498 -0.54481
H -3.27324 -0.86998 1.73806
H -1.92249 -1.99500 1.63812
H -3.55191 -2.52824 1.20145
H -4.19549 -2.42723 -1.11096
H -3.78041 -1.68771 -3.37394
H -2.75737 -1.68038 -5.34440
H -3.88171 -0.32701 -5.11628
H -2.62128 -0.23631 -6.33902
H -0.32861 -1.43231 -4.67112
H 0.28140 0.13638 -4.13670
H -0.28212 -0.06971 -5.79467
H -3.06027 1.84475 -4.12819
H -1.34209 2.07428 -3.79423
H -1.89863 1.89456 -5.45847
H 0.10813 1.64281 -0.23412
H 1.11361 2.19619 -1.58277
H 1.08223 -0.73639 -0.70696
H 2.24633 0.07608 -1.77851
H 1.18326 1.04923 1.67205
H 1.50553 -0.69921 1.53327
H 3.49692 1.44494 2.43367
H 3.88854 -0.26653 2.16011
H 0.68643 0.63423 4.15627
H 1.83374 1.98350 4.02948
H 2.37662 1.84058 6.26859
H 1.05487 0.69213 6.48231
H 2.50122 -1.18637 6.16671
H 3.65721 -0.07366 6.92256
H 4.26755 -1.08422 4.50108
H 4.45282 0.67385 4.73095
H -0.99166 -0.01941 0.27850
```

* molar mass: 305.5 g/mol
* calculated total energy: -25790.578 eV
* Kohn-Sham gap: 9.0 eV
* E_HOMO: -8.28 eV
* SMILES string: Cc1ccc(C(C)(C)C)c(OCCOCCN2CCCC2)c1
* F_max: 0.64 eV Å⁻¹
* energy relative to the best compared isomer or geometry (same formula, charge and spin): 1.652 eV

Entry 2:
11 unconnected molecules or ions with the total composition C19H32Cl10N6O8 at a distorted geometry. Source: the Open Molecules 2025 dataset; level of theory: the ωB97M-V functional and the def2-TZVPD basis.

Geometry as XYZ:
```
75
Properties=species:S:1:pos:R:3
C -12.08548 -20.74238 27.47477
N -11.31935 -21.99340 27.75842
O -11.94010 -23.02436 27.91327
O -10.11768 -21.88842 27.84719
H -12.02817 -20.60954 26.39854
H -11.56008 -19.98887 28.05573
H -13.10345 -20.78622 27.84321
C -7.49267 -20.84237 23.41946
N -6.03160 -20.70900 23.65542
O -5.30820 -21.44709 23.02032
O -5.64694 -19.88042 24.44057
H -7.63985 -21.72243 22.80490
H -7.81081 -19.93819 22.91027
H -8.02607 -20.95041 24.35856
C -12.34772 -18.89822 23.34172
N -10.88401 -18.87191 23.01672
O -10.58468 -18.45910 21.90898
O -10.15347 -19.38286 23.83104
H -12.66401 -19.92648 23.21208
H -12.81466 -18.10439 22.77163
H -12.44761 -18.60040 24.38634
C -15.70827 -16.01509 23.85408
N -14.66587 -15.20264 24.48013
O -13.86878 -15.75210 25.20288
O -14.65224 -14.02422 24.19825
H -16.52969 -15.34776 23.60796
H -16.07629 -16.80222 24.50258
H -15.26956 -16.40232 22.93592
C -10.53447 -25.35530 23.94849
C -9.89971 -25.00544 25.13114
C -9.71499 -23.65678 25.42108
N -10.07530 -22.68043 24.58836
C -10.66262 -23.02436 23.43945
C -10.88669 -24.33707 23.06873
H -10.71486 -26.39455 23.71181
H -9.56013 -25.75828 25.82896
H -9.25358 -23.32382 26.34069
H -10.93806 -22.22938 22.75953
H -11.33981 -24.57769 22.11608
C -8.38090 -15.63230 24.78590
C -9.62340 -15.56164 24.18188
C -10.54625 -14.66157 24.71784
N -10.31344 -13.93168 25.80665
C -9.10216 -14.00255 26.34513
C -8.10012 -14.87118 25.89907
H -7.58578 -16.14229 24.25402
H -9.86697 -16.10036 23.27681
H -11.49743 -14.58251 24.20840
H -8.84684 -13.31019 27.13906
H -7.11992 -14.87840 26.35291
Cl -12.73254 -21.29724 20.80443
C -14.13151 -22.38169 21.08040
Cl -14.23756 -22.94747 22.74524
H -14.99076 -21.79664 20.77231
H -14.00269 -23.20536 20.38759
Cl -17.71057 -21.09487 21.94718
C -17.20591 -19.39584 21.75627
Cl -15.52481 -19.12456 22.18657
H -17.33526 -19.09088 20.72390
H -17.81356 -18.75708 22.38803
Cl -11.84024 -18.11579 18.26813
C -13.13037 -17.67839 19.42084
Cl -12.57608 -16.42558 20.53123
H -13.96793 -17.28983 18.85477
H -13.39305 -18.56239 19.98879
Cl -7.14175 -16.40501 19.11521
C -7.91405 -17.59066 20.18428
Cl -7.49865 -17.17067 21.89040
H -8.98483 -17.56691 20.03593
H -7.45522 -18.56250 20.05990
Cl -17.61645 -19.77535 25.71238
C -16.13974 -19.86011 26.67191
Cl -14.82642 -18.96345 25.89490
H -16.21950 -19.46177 27.67801
H -15.84432 -20.90206 26.75148
```

* molar mass: 827.0 g/mol
* calculated total energy: -170755.256 eV
* Kohn-Sham gap: 9.0 eV
* E_HOMO: -9.25 eV
* SMILES string: C[N+](=O)[O-].C[N+](=O)[O-].C[N+](=O)[O-].C[N+](=O)[O-].c1ccncc1.c1ccncc1.ClCCl.ClCCl.ClCCl.ClCCl.ClCCl
* F_max: 1.47 eV Å⁻¹
* energy relative to the best compared isomer or geometry (same formula, charge and spin): 0.000 eV

Entry 3:
3 unconnected molecules or ions with the total composition C19H32F3O4S2 at a distorted geometry. Source: the Open Molecules 2025 dataset; level of theory: the ωB97M-V functional and the def2-TZVPD basis.

Geometry as XYZ:
```
60
Properties=species:S:1:pos:R:3
C -0.04370 -0.12794 -6.29337
O 1.17157 -0.80498 -5.73162
C 1.86411 0.30293 -4.99406
C 2.88148 -0.28345 -3.80687
C 2.07775 0.00653 -2.36913
C 3.06763 0.00552 -1.06056
C 3.35786 -1.50017 -0.48022
O 3.79785 -2.46989 -1.50521
C 2.90850 -3.63971 -1.57664
F 1.49726 -3.32732 -1.91210
F 2.93450 -4.51145 -0.36868
F 3.42888 -4.49160 -2.70747
C 2.23726 0.82718 0.13634
C 0.59929 0.55363 0.03373
C -0.12905 -0.81015 0.67108
C -1.75231 -1.07087 0.50942
C -2.74678 0.00098 -0.30048
C -4.35466 -0.39452 -0.43966
C -2.05918 1.36465 -0.89793
C -0.43712 1.60922 -0.72651
H 0.28741 0.89697 -6.77151
H -0.83465 0.13640 -5.44246
H -0.63081 -0.82271 -7.05222
H 2.42518 1.04550 -5.73532
H 0.97358 0.95205 -4.53513
H 2.99445 -1.46510 -3.87973
H 3.92275 0.27767 -3.84142
H 1.67888 1.12638 -2.47932
H 1.21214 -0.78399 -2.33733
H 4.27631 -1.39235 0.27474
H 2.45914 -1.88591 0.18722
H 2.57639 0.47252 1.22134
H 2.52828 1.95898 0.01515
H 0.52595 -1.61264 1.22347
H -2.24995 -2.03458 0.97034
H -4.47119 -0.83721 -1.54051
H -5.07385 0.52736 -0.26782
H -4.58805 -1.28866 0.30285
H -2.73342 2.15390 -1.47271
H -0.01675 2.62038 -1.20182
C -0.59189 -1.81357 5.44466
S 0.90661 -1.39255 4.52223
O 0.83636 -2.09914 3.20145
C 2.04754 -2.32215 5.57587
H -1.44880 -1.36338 4.93666
H -0.72088 -2.89830 5.47656
H -0.52376 -1.41287 6.45868
H 1.75997 -3.37580 5.60037
H 2.03324 -1.90546 6.58583
H 3.05367 -2.23022 5.16082
C -4.61859 4.22077 2.47024
S -3.12010 4.64179 1.54782
O -3.19035 3.93519 0.22704
C -1.97917 3.71218 2.60145
H -5.47550 4.67095 1.96224
H -4.74759 3.13603 2.50214
H -4.55046 4.62146 3.48427
H -2.26674 2.65854 2.62596
H -1.99346 4.12887 3.61142
H -0.97303 3.80411 2.18641
```

* molar mass: 445.6 g/mol
* calculated total energy: -58218.726 eV
* Kohn-Sham gap: 4.1 eV
* total charge: -1
* E_HOMO: -2.00 eV
* F_max: 5.54 eV Å⁻¹